Record 1
CH3ClS2 as an isolated structure. Source: OMol25; level of theory: wB97M-V/def2-TZVPD.

* energy relative to the best compared isomer or geometry (same formula, charge and spin): 597.4 kJ/mol
* net charge: 0
* orbital gap: 6.593 eV
* DFT total energy: -35272.526 eV
* largest force on an atom: 11.51 eV/A
* molar mass: 114.6 g mol⁻¹

Cartesian coordinates (Å):
C: 0.433 -0.928 0.370
H: 1.068 0.831 -0.981
H: 0.763 -1.648 1.136
H: -0.301 1.999 0.665
S: 1.755 0.094 -0.091
S: -1.092 -0.900 -0.168
Cl: -0.866 1.017 0.065

=====

Record 2
C40H50BF3O2S as an isolated structure. Source: OMol25; level of theory: wB97M-V/def2-TZVPD.

* energy relative to the best compared isomer or geometry (same formula, charge and spin): 35.8 kJ/mol
* net charge: 0
* orbital gap: 6.261 eV
* DFT total energy: -66050.894 eV
* largest force on an atom: 2.53 eV/A
* molar mass: 662.7 g mol⁻¹

Cartesian coordinates (Å):
C: 6.217 -2.143 3.097
C: 5.053 -2.034 2.158
C: 5.113 -1.149 1.072
C: 4.100 -1.092 0.105
C: 4.351 -0.157 -1.046
C: 2.963 -1.924 0.223
C: 1.891 -2.021 -0.872
C: 2.447 -2.625 -2.177
C: 1.113 -0.702 -1.096
C: 0.493 -0.132 0.120
C: 0.958 1.143 0.599
C: 1.198 1.291 2.002
C: 1.068 0.098 2.905
C: 1.517 2.521 2.543
C: 1.615 3.657 1.736
C: 1.790 5.012 2.348
C: 1.452 3.522 0.359
C: 1.140 2.299 -0.236
C: 0.927 2.260 -1.716
C: 2.894 -2.792 1.338
C: 1.729 -3.723 1.558
C: 3.933 -2.847 2.258
H: 5.952 -2.753 3.964
H: 7.091 -2.599 2.614
H: 6.521 -1.153 3.447
H: 5.988 -0.509 0.967
H: 3.577 0.605 -1.192
H: 5.284 0.391 -0.875
H: 4.486 -0.700 -1.986
H: 1.145 -2.745 -0.522
H: 2.962 -3.568 -1.946
H: 1.638 -2.866 -2.881
H: 3.159 -1.975 -2.699
H: 1.795 0.035 -1.540
H: 0.334 -0.879 -1.844
H: 0.259 -0.832 0.945
H: 1.343 0.370 3.930
H: 0.031 -0.282 2.933
H: 1.734 -0.723 2.584
H: 1.661 2.607 3.619
H: 2.299 5.693 1.661
H: 0.809 5.449 2.578
H: 2.349 4.959 3.284
H: 1.555 4.419 -0.272
H: 0.483 3.199 -2.082
H: 1.882 2.130 -2.258
H: 0.248 1.454 -1.998
H: 1.933 -4.318 2.454
H: 0.781 -3.192 1.728
H: 1.602 -4.427 0.722
H: 3.865 -3.560 3.083
C: -4.309 -3.219 2.564
C: -3.339 -2.619 1.628
C: -2.266 -3.255 1.016
C: -1.504 -2.388 0.158
C: -1.739 -1.036 0.320
B: -2.277 0.475 -1.063
C: -2.099 1.793 -0.191
C: -1.912 1.784 1.177
C: -1.980 2.953 1.922
C: -2.204 4.142 1.254
C: -2.279 5.405 2.049
F: -1.773 6.460 1.350
F: -3.563 5.726 2.407
F: -1.555 5.310 3.216
C: -2.373 4.189 -0.128
C: -2.322 2.997 -0.855
O: -1.409 0.067 -2.083
C: -2.150 -0.605 -3.105
C: -1.804 0.100 -4.404
C: -1.698 -2.045 -3.207
C: -3.673 -0.452 -2.642
C: -4.504 0.364 -3.621
C: -4.358 -1.767 -2.332
O: -3.625 0.237 -1.374
S: -3.354 -0.963 1.179
H: -3.840 -4.075 3.070
H: -4.623 -2.503 3.341
H: -5.225 -3.596 2.074
H: -2.059 -4.298 1.173
H: -0.768 -2.806 -0.516
H: -1.702 0.863 1.708
H: -1.839 2.936 3.002
H: -2.534 5.139 -0.628
H: -2.453 3.010 -1.934
H: -2.379 -0.315 -5.242
H: -1.978 1.178 -4.314
H: -0.735 -0.054 -4.602
H: -2.262 -2.559 -4.000
H: -0.643 -2.090 -3.459
H: -1.842 -2.597 -2.270
H: -4.598 -0.179 -4.572
H: -5.510 0.536 -3.222
H: -4.045 1.338 -3.812
H: -4.423 -2.392 -3.228
H: -3.822 -2.302 -1.538
H: -5.376 -1.577 -1.961

=====

Record 3
C9H14ClI2MoNOP as an isolated structure. Source: OMol25; level of theory: wB97M-V/def2-TZVPD.

* energy relative to the best compared isomer or geometry (same formula, charge and spin): 30.2 kJ/mol
* net charge: +3
* 2S+1: 3
* orbital gap (alpha / beta): 5.176 / 5.014 eV
* DFT total energy: -52932.954 eV
* largest force on an atom: 4.53 eV/A
* molar mass: 568.4 g mol⁻¹

Cartesian coordinates (Å):
I: 2.547 -1.360 -0.080
I: -1.735 -0.967 1.888
Mo: -0.018 0.182 -0.253
P: -0.502 -2.133 -0.904
C: -0.047 -3.365 0.388
C: -2.254 -2.471 -1.251
H: 0.165 -1.973 -3.200
H: -0.043 -3.680 -2.654
H: 1.438 -2.757 -2.223
C: 0.359 -2.694 -2.401
H: -2.605 -1.729 -1.974
H: -2.307 -3.483 -1.669
H: -0.277 -4.358 -0.012
H: -0.618 -3.175 1.307
H: -2.845 -2.399 -0.332
H: 1.023 -3.287 0.620
C: 0.883 -0.397 1.916
O: 1.351 -0.767 2.914
Cl: -0.925 0.815 -2.331
C: 0.735 4.783 1.255
C: -0.393 4.429 0.525
C: -0.571 3.109 0.117
N: 0.321 2.136 0.453
C: 1.411 2.466 1.206
C: 1.649 3.789 1.597
H: 0.908 5.814 1.566
H: -1.153 5.155 0.271
H: -1.393 2.765 -0.510
H: 2.092 1.640 1.467
H: 2.557 4.002 2.164

=====

Record 4
A 10-piece molecular cluster, C35H83BrN9O12P2 overall. Source: OMol25; level of theory: wB97M-V/def2-TZVPD.

* net charge: -1
* orbital gap: 4.531 eV
* DFT total energy: -164238.447 eV
* largest force on an atom: 6.69 eV/A
* molar mass: 964.0 g mol⁻¹

Cartesian coordinates (Å):
C: -0.007 -5.616 3.092
C: 1.258 -4.978 2.600
O: 2.073 -5.539 1.880
O: 1.421 -3.719 3.052
C: 1.638 -2.689 2.043
C: 0.816 -1.458 2.344
P: -0.876 -1.463 1.383
C: -2.462 -1.355 0.217
C: -3.413 -2.492 0.019
C: -2.843 -3.900 -0.118
Br: -4.482 -2.134 -1.716
P: -2.015 -1.391 3.427
C: -3.849 -1.386 3.170
O: -1.851 -2.956 4.031
H: -0.107 -5.463 4.169
H: -0.847 -5.112 2.608
H: -0.006 -6.681 2.849
H: 1.372 -3.108 1.062
H: 2.712 -2.470 2.041
H: 0.694 -1.349 3.428
H: 1.362 -0.591 1.956
H: -0.861 -2.952 1.406
H: -0.097 -1.397 0.180
H: -0.903 0.023 1.456
H: -3.041 -0.479 0.535
H: -2.036 -1.083 -0.758
H: -4.232 -2.478 0.739
H: -1.769 -3.878 -0.299
H: -3.332 -4.464 -0.912
H: -3.013 -4.451 0.816
H: -4.220 -2.387 2.907
H: -4.161 -0.655 2.422
H: -4.322 -1.108 4.119
H: -2.245 -3.586 3.415
C: 1.875 -1.713 -2.181
O: 0.772 -1.269 -1.938
N: 2.837 -1.017 -2.818
C: 4.143 -1.575 -3.123
C: 2.527 0.346 -3.215
H: 2.187 -2.734 -1.897
H: 4.940 -1.003 -2.651
H: 4.298 -1.585 -4.202
H: 4.197 -2.598 -2.756
H: 2.275 0.955 -2.346
H: 1.665 0.381 -3.883
H: 3.395 0.768 -3.717
C: -1.900 2.226 -4.762
O: -0.699 2.317 -4.577
N: -2.635 1.126 -4.547
C: -4.060 1.054 -4.802
C: -2.057 -0.089 -3.995
H: -2.502 3.066 -5.150
H: -4.585 0.832 -3.870
H: -4.266 0.243 -5.507
H: -4.449 1.983 -5.208
H: -1.669 0.074 -2.990
H: -1.237 -0.478 -4.598
H: -2.871 -0.807 -3.947
C: 3.375 -2.810 -6.586
O: 4.534 -2.957 -6.248
N: 2.441 -3.778 -6.529
C: 1.065 -3.545 -6.912
C: 2.838 -5.088 -6.044
H: 2.978 -1.846 -6.945
H: 0.392 -3.717 -6.070
H: 0.772 -4.203 -7.733
H: 0.952 -2.513 -7.236
H: 3.230 -5.020 -5.029
H: 3.620 -5.511 -6.675
H: 1.971 -5.743 -6.051
C: -2.908 1.295 6.074
O: -3.822 1.298 5.273
N: -1.670 1.746 5.815
C: -0.615 1.692 6.795
C: -1.374 2.280 4.491
H: -3.015 0.890 7.097
H: -0.229 2.693 7.007
H: 0.213 1.075 6.438
H: -0.998 1.258 7.718
H: -2.010 3.141 4.281
H: -1.567 1.515 3.738
H: -0.335 2.586 4.459
C: 1.922 5.034 4.898
O: 0.920 4.383 4.695
N: 2.062 5.904 5.921
C: 3.274 6.662 6.128
C: 0.945 6.071 6.834
H: 2.815 4.969 4.254
H: 3.718 6.435 7.100
H: 3.079 7.736 6.080
H: 3.993 6.407 5.352
H: 0.695 5.125 7.315
H: 0.059 6.415 6.300
H: 1.217 6.801 7.593
C: -7.353 1.967 -5.114
O: -6.606 2.929 -5.069
N: -8.229 1.723 -6.109
C: -9.074 0.548 -6.097
C: -8.310 2.665 -7.209
H: -7.367 1.192 -4.330
H: -8.882 -0.080 -6.970
H: -10.131 0.827 -6.096
H: -8.866 -0.035 -5.199
H: -7.348 2.753 -7.715
H: -8.586 3.657 -6.850
H: -9.059 2.315 -7.917
C: 7.508 -1.311 -0.486
O: 7.067 -1.593 -1.583
N: 7.652 -0.052 -0.031
C: 8.197 0.245 1.279
C: 7.239 1.039 -0.895
H: 7.832 -2.075 0.240
H: 7.486 0.796 1.893
H: 9.108 0.842 1.178
H: 8.442 -0.682 1.791
H: 6.179 0.960 -1.138
H: 7.798 1.023 -1.832
H: 7.418 1.981 -0.381
C: -9.059 -0.175 -3.135
O: -8.260 0.150 -3.997
N: -8.837 -0.123 -1.813
C: -9.861 -0.470 -0.853
C: -7.531 0.306 -1.326
H: -10.077 -0.527 -3.382
H: -10.092 0.379 -0.207
H: -9.539 -1.303 -0.225
H: -10.768 -0.763 -1.380
H: -7.298 1.296 -1.718
H: -6.747 -0.388 -1.628
H: -7.550 0.342 -0.240
C: 8.793 1.471 5.267
O: 7.950 1.233 4.428
N: 9.916 2.184 5.045
C: 10.882 2.439 6.090
C: 10.151 2.711 3.712
H: 8.705 1.120 6.309
H: 10.998 3.511 6.264
H: 11.859 2.024 5.831
H: 10.544 1.974 7.014
H: 9.341 3.377 3.411
H: 10.205 1.902 2.984
H: 11.089 3.259 3.710

=====

Record 5
C14H34MnN4O2 as an isolated structure. Source: OMol25; level of theory: wB97M-V/def2-TZVPD.

* net charge: +2
* 2S+1: 6
* orbital gap (alpha / beta): 9.949 / 11.364 eV
* DFT total energy: -56432.790 eV
* largest force on an atom: 0.46 eV/A
* molar mass: 345.4 g mol⁻¹

Cartesian coordinates (Å):
Mn: -0.436 0.109 0.045
C: 2.324 1.760 -1.463
C: 0.986 2.487 -1.344
N: 0.187 2.239 -0.112
C: 0.773 2.754 1.146
C: 1.626 1.711 1.840
N: 0.906 0.426 1.984
C: 1.869 -0.634 2.370
C: 1.276 -2.008 2.674
C: 0.052 -2.470 1.882
N: 0.014 -2.073 0.453
C: 1.179 -2.527 -0.336
C: 1.145 -1.882 -1.710
N: 1.054 -0.408 -1.608
C: 2.338 0.239 -1.262
H: 3.063 2.203 -0.792
H: 2.688 1.992 -2.466
H: 0.337 2.210 -2.175
H: 1.175 3.560 -1.441
H: -0.675 2.755 -0.262
H: -0.056 3.041 1.797
H: 1.362 3.657 0.966
H: 1.957 2.093 2.809
H: 2.530 1.512 1.265
H: 0.248 0.535 2.755
H: 2.452 -0.307 3.236
H: 2.586 -0.709 1.553
H: 0.991 -2.063 3.726
H: 2.088 -2.729 2.567
H: -0.845 -2.057 2.339
H: -0.030 -3.556 1.975
H: -0.803 -2.536 0.058
H: 1.196 -3.616 -0.437
H: 2.088 -2.249 0.195
H: 0.263 -2.227 -2.256
H: 2.023 -2.188 -2.287
H: 0.774 -0.063 -2.520
H: 3.152 -0.195 -1.851
H: 2.553 -0.006 -0.224
C: -3.195 -0.922 1.666
O: -2.595 -0.213 0.563
C: -3.565 0.063 -0.470
C: -3.015 1.184 -1.306
O: -1.743 0.810 -1.856
C: -1.854 0.230 -3.168
H: -4.106 -0.409 1.972
H: -2.494 -0.908 2.495
H: -3.427 -1.948 1.377
H: -4.509 0.362 -0.010
H: -3.735 -0.846 -1.054
H: -2.841 2.058 -0.674
H: -3.711 1.474 -2.094
H: -2.533 0.825 -3.778
H: -2.214 -0.799 -3.118
H: -0.873 0.257 -3.635